DFT (ωB97M-V/def2-TZVPD) results for a single C19H12BrN5O3 molecule at a distorted geometry.

Summary:
SMILES: O=[N+]([O-])c1ccc(/C=N/Nc2nc(-c3ccccc3)c3cc(Br)ccc3n2)o1
Energy: -3804.58912 Eh

```
! RIJCOSX wB97M-V def2-TZVPD def2/J DEFGRID3
* xyz 0 1
O -4.930 7.344 -0.054
N -4.529 7.154 -1.216
O -4.791 7.912 -2.139
C -3.732 6.027 -1.412
C -3.131 5.627 -2.554
C -2.452 4.393 -2.243
C -2.566 4.171 -0.889
C -1.921 3.098 -0.112
N -1.118 2.095 -0.671
N -0.584 1.225 0.165
C 0.215 0.147 -0.141
N 0.521 -0.530 0.940
C 1.221 -1.659 0.776
C 1.509 -2.412 2.003
C 0.459 -2.607 2.917
C 0.689 -3.393 4.079
C 1.941 -3.975 4.336
C 2.965 -3.744 3.386
C 2.762 -2.978 2.255
C 1.508 -2.162 -0.523
C 2.127 -3.414 -0.754
C 2.303 -3.850 -2.064
Br 3.104 -5.538 -2.376
C 1.918 -3.042 -3.141
C 1.342 -1.789 -2.907
C 1.140 -1.333 -1.597
N 0.519 -0.189 -1.417
O -3.320 5.204 -0.385
H -3.187 6.122 -3.502
H -1.880 3.768 -2.904
H -2.078 3.093 0.938
H -0.619 1.321 1.155
H -0.540 -2.232 2.717
H -0.114 -3.514 4.798
H 2.153 -4.558 5.253
H 3.883 -4.308 3.534
H 3.620 -2.809 1.601
H 2.434 -4.140 -0.007
H 2.117 -3.414 -4.157
H 1.042 -1.110 -3.688
*
```

These are the Löwdin partial charges, in e, on atoms 1 to 6: 0.082, -0.337, 0.087, -0.212, 0.055, 0.012



DFT (ωB97M-V/def2-TZVPD) results for a gas-phase ion, C19H12FN4O9S2 (charge -1) at a distorted geometry.

Summary:
SMILES: O=[N+]([O-])C1=CC(=[N+]([O-])[O-])[C@H](C(F)(S(=O)(=O)c2ccccc2)S(=O)(=O)c2ccccc2)c2nonc21
Energy: -2523.28336 Eh

```
! RIJCOSX wB97M-V def2-TZVPD def2/J DEFGRID3
* xyz -1 1
O -6.361 1.839 2.292
N -5.925 0.732 1.941
O -6.611 -0.309 2.014
C -4.606 0.466 1.366
C -4.112 -0.857 1.335
C -3.117 -1.182 0.375
N -2.945 -2.514 -0.086
O -3.341 -3.441 0.649
O -2.533 -2.714 -1.266
C -2.165 -0.265 -0.447
C -0.799 -0.213 -0.104
F -0.596 -0.001 1.208
S 0.178 1.347 -1.192
O -0.468 1.223 -2.500
O -0.196 2.438 -0.324
C 1.928 1.671 -1.713
C 2.383 1.204 -2.940
C 3.608 1.665 -3.444
C 4.335 2.668 -2.774
C 3.816 3.189 -1.573
C 2.616 2.685 -1.060
S 0.668 -1.588 -0.451
O 0.050 -2.895 -0.538
O 1.574 -1.137 -1.494
C 1.716 -1.765 1.056
C 2.880 -1.003 1.233
C 3.744 -1.295 2.314
C 3.495 -2.384 3.142
C 2.387 -3.199 2.899
C 1.500 -2.895 1.850
C -2.960 1.105 -0.449
N -3.037 2.030 -1.403
O -4.105 2.904 -1.107
N -4.753 2.537 0.092
C -4.063 1.429 0.463
H -4.472 -1.607 2.039
H -1.894 -0.648 -1.396
H 1.749 0.490 -3.468
H 3.984 1.226 -4.368
H 5.279 3.050 -3.171
H 4.322 3.996 -1.041
H 2.145 3.076 -0.159
H 3.104 -0.183 0.558
H 4.601 -0.650 2.485
H 4.153 -2.600 3.982
H 2.187 -4.070 3.508
H 0.658 -3.556 1.663
*
```

These are the Löwdin partial charges, in e, on atoms 1 to 6: 0.029, -0.346, -0.003, -0.136, 0.089, -0.098



DFT (ωB97M-V/def2-TZVPD) results for a molecular structure, C19H13AsBrN2O8SSn.

Summary:
Energy: -6865.33566 Eh

```
! RIJCOSX wB97M-V def2-TZVPD def2/J DEFGRID3
* xyz 1 1
Sn -0.130 -0.073 -0.877
O 0.232 2.398 1.706
As 1.831 1.832 1.245
O 1.363 2.907 -0.894
O 1.444 0.390 0.575
C 0.938 3.981 -1.280
C 1.381 5.271 -0.792
C 0.796 6.380 -1.270
C -0.272 6.366 -2.267
C -0.759 5.233 -2.780
C -0.197 3.946 -2.353
S -3.150 1.750 -2.783
O -2.636 0.467 -3.144
O -0.572 2.872 -2.743
O -3.220 2.073 -1.388
H 0.238 3.179 2.277
H 2.182 5.305 -0.065
H 1.118 7.350 -0.912
H -0.662 7.325 -2.583
H -1.550 5.210 -3.518
N -1.504 -0.388 1.011
C -2.111 -0.839 1.873
C -2.876 -1.450 2.912
C -2.887 -0.888 4.189
C -3.631 -1.502 5.180
C -4.352 -2.655 4.892
C -4.335 -3.207 3.618
C -3.594 -2.609 2.615
H -2.321 0.010 4.394
H -3.651 -1.084 6.177
H -4.933 -3.128 5.672
H -4.898 -4.105 3.406
H -3.565 -3.026 1.618
Br -5.341 -2.616 -1.093
C -3.756 -3.615 -1.355
C -3.824 -4.957 -1.700
N -2.737 -5.700 -1.887
C -1.552 -5.113 -1.748
C -1.388 -3.775 -1.404
C -2.525 -3.008 -1.198
C -0.003 -3.214 -1.311
O 0.959 -3.772 -1.771
O 0.075 -2.055 -0.648
H -4.785 -5.441 -1.830
H -0.675 -5.727 -1.912
H -2.468 -1.962 -0.928
*
```

These are the Löwdin partial charges, in e, on atoms 1 to 6: 1.315, -0.377, 1.246, -0.078, -0.721, -0.263



DFT (ωB97M-V/def2-TZVPD) results for a molecular structure, C19H13Cl5F5N3O2PdTe.

Summary:
Energy: -4242.02816 Eh
<S²>: 6.056

```
! RIJCOSX wB97M-V def2-TZVPD def2/J DEFGRID3
* xyz 2 5
Pd -0.464 0.277 3.375
Cl 1.256 3.531 3.258
C -0.394 3.418 3.428
C -1.031 2.156 3.255
C -2.383 2.127 3.351
Cl -3.057 0.518 3.187
C -3.188 3.229 3.695
Cl -4.831 3.060 3.905
C -2.535 4.492 3.884
Cl -3.469 5.847 4.274
C -1.164 4.583 3.747
Cl -0.378 6.070 3.956
C 2.407 1.060 -5.767
C 1.586 0.009 -5.116
C 1.799 -1.363 -5.383
C 1.037 -2.316 -4.783
C 0.010 -1.940 -3.860
N -0.715 -2.922 -3.306
C -1.927 -2.837 -2.510
O -2.880 -3.449 -2.886
N -1.870 -2.137 -1.339
C -0.766 -1.794 -0.522
C 0.491 -2.379 -0.604
C 1.475 -1.960 0.273
C 1.172 -1.025 1.246
N -0.051 -0.499 1.351
C -0.991 -0.853 0.475
C -0.215 -0.558 -3.586
C 0.555 0.374 -4.208
H 3.096 0.648 -6.499
H 2.984 1.599 -5.009
H 1.764 1.797 -6.254
H 2.575 -1.650 -6.080
H 1.192 -3.367 -4.993
H -0.628 -3.846 -3.718
H -2.773 -2.142 -0.882
H 0.704 -3.166 -1.314
H 2.465 -2.392 0.242
H 1.895 -0.710 1.985
H -1.968 -0.396 0.585
H -1.015 -0.266 -2.923
H 0.377 1.426 -4.027
F -0.012 -1.553 3.927
Te 1.630 -0.394 5.463
F 3.443 -0.005 5.484
F -0.502 0.404 5.455
F 1.562 0.909 6.847
F 2.233 -2.167 5.070
O 1.499 0.552 3.851
*
```

These are the Löwdin partial charges, in e, on atoms 1 to 6: 1.076, 0.934, -0.620, -0.284, -0.645, 0.791



DFT (ωB97M-V/def2-TZVPD) results for a molecular structure, C19H14BrI2N5O3PdS.

Summary:
Energy: -4927.45638 Eh

```
! RIJCOSX wB97M-V def2-TZVPD def2/J DEFGRID3
* xyz -2 1
Pd 0.669 0.722 0.080
C -3.944 4.508 -0.313
C -2.561 4.584 0.213
N -1.924 5.673 0.526
N -0.697 5.209 0.953
C -0.562 3.861 0.903
S 0.691 2.854 1.314
N -1.790 3.478 0.424
N -2.165 2.163 0.125
H -4.328 5.518 -0.444
H -4.585 3.951 0.370
H -3.958 3.969 -1.260
H 0.031 5.839 1.228
H -2.110 1.620 0.985
H -1.387 1.776 -0.459
I 2.305 -4.918 0.506
C 3.498 -3.223 0.361
C 4.874 -3.375 0.269
C 5.705 -2.283 0.177
I 7.761 -2.627 0.060
C 5.166 -0.965 0.168
C 5.952 0.204 0.072
C 5.347 1.427 0.054
C 3.948 1.495 0.127
N 3.178 0.435 0.228
C 3.756 -0.790 0.257
C 2.823 -1.954 0.386
O 1.608 -1.807 0.506
H 5.296 -4.372 0.269
H 7.029 0.116 0.008
H 5.928 2.339 -0.022
H 3.441 2.453 0.095
Br -5.408 -4.457 1.801
C -4.476 -3.652 0.338
C -4.761 -4.096 -0.944
C -4.080 -3.504 -2.002
C -3.155 -2.495 -1.769
C -2.887 -2.060 -0.477
C -3.552 -2.655 0.591
C -1.892 -0.912 -0.249
O -1.425 -0.401 -1.290
O -1.666 -0.606 0.938
H -5.490 -4.877 -1.108
H -4.277 -3.839 -3.014
H -2.612 -2.014 -2.572
H -3.315 -2.312 1.589
*
```

These are the Löwdin partial charges, in e, on atoms 1 to 6: 0.080, -0.028, -0.372, 0.077, -0.013, -0.795



DFT (ωB97M-V/def2-TZVPD) results for a molecular structure, C19H14CoN2O4 at a distorted geometry.

Summary:
Energy: -2525.67305 Eh
<S²>: 3.849

```
! RIJCOSX wB97M-V def2-TZVPD def2/J DEFGRID3
* xyz 0 4
Co -0.691 -0.408 -0.906
O -1.815 -3.347 1.623
C -1.752 -2.310 0.777
O -0.658 -2.105 0.121
C -2.837 -1.439 0.607
C -4.101 -1.352 1.245
C -4.926 -0.307 0.925
C -4.543 0.667 -0.034
C -3.310 0.524 -0.624
N -2.508 -0.485 -0.318
C -2.599 1.448 -1.617
O -3.130 2.430 -2.076
O -1.378 1.039 -1.865
H -0.957 -3.789 1.605
H -4.379 -2.100 1.974
H -5.884 -0.207 1.418
H -5.186 1.494 -0.294
N -0.121 0.674 0.883
C 1.203 1.228 1.085
C 1.332 2.177 2.095
C 2.542 2.785 2.365
C 3.639 2.449 1.587
C 3.510 1.511 0.581
C 2.305 0.848 0.310
C 2.261 -0.154 -0.791
C 3.455 -0.771 -1.193
C 3.507 -1.620 -2.283
C 2.364 -1.877 -3.023
C 1.165 -1.322 -2.606
C 1.099 -0.496 -1.487
H -0.805 1.412 1.009
H -0.310 -0.036 1.587
H 0.454 2.438 2.675
H 2.624 3.514 3.159
H 4.593 2.932 1.752
H 4.371 1.307 -0.040
H 4.359 -0.604 -0.625
H 4.448 -2.084 -2.549
H 2.404 -2.517 -3.894
H 0.256 -1.544 -3.161
*
```

These are the Löwdin partial charges, in e, on atoms 1 to 6: 0.760, 0.122, -0.450, -0.061, -0.187, -0.001



DFT (ωB97M-V/def2-TZVPD) results for a single C19H14F3N5O molecule at a distorted geometry.

Summary:
SMILES: O=c1cc(Cn2c(C3CC(F)(F)C3)nc3nccnc32)c2cccc(F)c2[nH]1
Energy: -1381.07410 Eh

```
! RIJCOSX wB97M-V def2-TZVPD def2/J DEFGRID3
* xyz 0 1
O -4.271 -1.942 -0.971
C -3.502 -1.155 -0.408
C -2.566 -0.418 -1.211
C -1.648 0.423 -0.627
C -0.643 1.137 -1.484
N 0.788 0.892 -1.199
C 1.517 -0.316 -1.244
C 0.947 -1.708 -1.543
C 1.992 -2.850 -1.799
C 1.382 -3.659 -0.643
F 0.688 -4.708 -1.095
F 2.252 -4.000 0.364
C 0.494 -2.488 -0.321
N 2.769 -0.141 -0.872
C 2.919 1.228 -0.654
N 4.053 1.877 -0.289
C 3.871 3.245 -0.136
C 2.619 3.850 -0.415
N 1.534 3.178 -0.757
C 1.719 1.862 -0.860
C -1.762 0.625 0.862
C -0.959 1.548 1.540
C -1.018 1.667 2.906
C -1.907 0.859 3.640
C -2.756 0.005 2.988
F -3.632 -0.734 3.683
C -2.704 -0.143 1.607
N -3.530 -1.046 0.976
H -2.550 -0.530 -2.286
H -0.809 0.915 -2.544
H -0.906 2.227 -1.387
H 0.136 -1.610 -2.294
H 1.895 -3.388 -2.774
H 3.037 -2.615 -1.585
H -0.533 -2.785 -0.280
H 0.780 -2.001 0.678
H 4.708 3.853 0.185
H 2.550 4.912 -0.335
H -0.285 2.198 0.977
H -0.394 2.376 3.420
H -2.025 0.915 4.726
H -4.252 -1.554 1.457
*
```

These are the Löwdin partial charges, in e, on atoms 1 to 6: 0.038, -0.445, 0.054, -0.113, -0.076, 0.061



DFT (ωB97M-V/def2-TZVPD) results for a molecular structure, C19H14F6FeN6O7PSTe4 at a distorted geometry.

Summary:
Energy: -5262.55760 Eh

```
! RIJCOSX wB97M-V def2-TZVPD def2/J DEFGRID3
* xyz -1 1
Fe -0.836 0.391 1.317
Te 2.188 -0.175 -2.578
Te 4.776 -0.146 -2.761
Te 1.550 2.443 -3.592
Te 1.585 1.976 -0.920
F 0.040 -0.953 3.456
P 0.298 0.356 4.409
F -1.124 0.935 3.749
F 0.443 1.669 5.311
F 1.070 1.115 3.208
F 1.687 -0.246 4.924
F -0.520 -0.388 5.574
O -3.829 -2.575 -4.449
C -3.613 -3.655 -3.560
N -3.281 -3.063 -2.294
C -3.695 -3.604 -1.123
O -4.335 -4.640 -1.065
C -3.319 -2.860 0.124
C -4.009 -3.133 1.295
C -3.642 -2.468 2.447
C -2.612 -1.549 2.395
N -1.939 -1.275 1.267
C -2.290 -1.939 0.161
H -3.985 -2.930 -5.329
H -2.793 -4.288 -3.917
H -4.506 -4.267 -3.422
H -2.849 -2.154 -2.324
H -4.804 -3.866 1.278
H -4.146 -2.644 3.387
H -2.307 -1.001 3.274
H -1.686 -1.756 -0.710
O -1.001 0.252 -1.692
C -0.709 0.525 -0.625
O 2.196 -2.954 -2.320
S 1.808 -3.383 -0.987
O 1.367 -4.740 -0.869
N 0.739 -2.330 -0.332
C 1.353 -1.515 0.519
O 0.874 -0.489 1.068
C 2.774 -1.880 0.824
C 3.638 -1.265 1.709
C 4.908 -1.803 1.835
C 5.292 -2.925 1.102
C 4.419 -3.543 0.215
C 3.160 -2.997 0.101
H 3.307 -0.408 2.284
H 5.614 -1.351 2.520
H 6.291 -3.322 1.227
H 4.715 -4.412 -0.356
N 0.029 4.381 2.154
C -0.786 3.359 1.829
O -0.304 2.359 1.221
C -2.166 3.424 2.130
C -2.740 4.502 2.833
N -3.129 5.429 3.401
C -2.841 2.269 1.721
N -3.208 1.249 1.307
H -0.318 5.174 2.663
H 1.017 4.253 2.031
*
```

These are the Löwdin partial charges, in e, on atoms 1 to 6: 0.522, 0.252, -0.012, 0.138, 0.516, -0.168



DFT (ωB97M-V/def2-TZVPD) results for a molecular structure, C19H14F6N4O8PdS2.

Summary:
Energy: -3076.84978 Eh
<S²>: 2.005

```
! RIJCOSX wB97M-V def2-TZVPD def2/J DEFGRID3
* xyz 0 3
Pd -0.602 1.116 0.309
F 1.325 -0.993 3.766
C 0.037 -0.933 3.470
F -0.668 -1.549 4.411
F -0.169 -1.558 2.305
S -0.555 0.815 3.369
O -1.794 0.746 2.594
O -0.609 1.291 4.708
N 0.595 1.421 2.436
S 0.611 3.028 2.283
O 0.713 3.771 3.492
O -0.404 3.400 1.315
C 2.247 3.168 1.431
F 3.219 2.933 2.307
F 2.366 4.395 0.951
F 2.346 2.290 0.435
O -0.505 2.967 -3.354
C -0.704 2.360 -2.321
O 0.157 2.098 -1.402
C -2.102 1.781 -2.103
C -3.115 2.013 -3.050
C -4.331 1.433 -2.861
C -4.553 0.601 -1.739
C -5.783 -0.058 -1.505
C -5.937 -0.865 -0.416
C -4.869 -1.049 0.489
C -3.671 -0.423 0.295
C -3.494 0.417 -0.825
N -2.290 1.035 -1.037
H -2.877 2.643 -3.894
H -5.138 1.589 -3.568
H -6.595 0.089 -2.206
H -6.879 -1.367 -0.240
H -5.004 -1.689 1.351
H -2.858 -0.545 0.997
O 6.753 -1.356 0.343
C 6.210 -2.569 -0.095
N 4.891 -2.425 -0.690
C 3.871 -2.036 0.121
O 4.005 -1.902 1.324
C 2.542 -1.814 -0.536
C 2.126 -2.459 -1.690
C 0.866 -2.181 -2.197
C 0.073 -1.263 -1.540
N 0.469 -0.649 -0.421
C 1.674 -0.921 0.073
H 6.253 -1.085 1.124
H 6.119 -3.285 0.722
H 6.877 -2.967 -0.855
H 4.832 -2.202 -1.670
H 2.766 -3.183 -2.178
H 0.501 -2.665 -3.091
H -0.909 -1.001 -1.911
H 1.973 -0.406 0.977
*
```

These are the Löwdin partial charges, in e, on atoms 1 to 6: 1.095, 0.162, -0.685, 0.157, 0.118, 0.611



DFT (ωB97M-V/def2-TZVPD) results for a molecular structure, C19H14I2NiO6PSe at a distorted geometry.

Summary:
Energy: -6030.42521 Eh

```
! RIJCOSX wB97M-V def2-TZVPD def2/J DEFGRID3
* xyz -1 1
Ni -2.143 0.010 1.127
O -3.653 2.502 -1.222
C -2.727 1.750 -0.984
O -2.844 0.518 -0.600
C -1.307 2.251 -1.273
C -1.188 3.417 -2.023
C 0.052 3.875 -2.432
C 1.200 3.168 -2.098
C 1.098 2.017 -1.336
C -0.148 1.564 -0.906
P -0.292 0.050 0.079
C 1.111 0.000 1.224
C 1.694 1.167 1.707
C 2.651 1.106 2.709
C 3.017 -0.117 3.249
C 2.415 -1.282 2.792
C 1.463 -1.225 1.789
C 0.002 -1.269 -1.138
C -1.071 -1.726 -1.899
C -0.861 -2.665 -2.898
C 0.413 -3.153 -3.142
C 1.485 -2.700 -2.386
C 1.283 -1.759 -1.388
H -2.100 3.938 -2.283
H 0.126 4.780 -3.023
H 2.172 3.514 -2.427
H 1.993 1.470 -1.064
H 1.384 2.129 1.319
H 3.094 2.021 3.082
H 3.754 -0.162 4.040
H 2.671 -2.237 3.233
H 0.970 -2.134 1.464
H -2.066 -1.345 -1.702
H -1.704 -3.028 -3.472
H 0.571 -3.893 -3.917
H 2.482 -3.082 -2.569
H 2.124 -1.410 -0.802
O -1.326 0.774 2.674
Se -2.371 -0.108 3.658
O -2.671 0.533 5.087
O -1.699 -1.613 3.729
O -3.614 -0.118 2.547
I -2.301 -2.958 1.744
I -3.139 -4.573 -0.269
*
```

These are the Löwdin partial charges, in e, on atoms 1 to 6: 0.184, 0.063, -0.578, -0.134, -0.108, -0.017